[1]
Density functional theory data (ωB97M-V/def2-TZVPD) for 2 unconnected molecules or ions with the total composition C3H7NS.

The geometry in ORCA input format:
```
! wB97M-V def2-TZVPD RIJCOSX def2/J DEFGRID3
* xyz 0 1
H -1.03580 -0.27876 -1.59967
H 0.40924 1.24642 1.38891
H 1.71446 -1.03158 -1.29293
H 2.23849 -0.05465 -2.87520
C -0.36366 0.94300 2.10670
H -0.88233 -1.68098 0.53479
H -0.90024 1.19562 -0.52688
N -1.10108 -0.04187 1.80752
S 2.29710 -1.33727 -2.46681
C -0.97212 -0.60175 0.52226
H -0.51022 1.52934 3.00422
C -0.89385 0.11250 -0.60290
*
```

The relative energy (zero: lowest compared OMol25 entry of this formula, charge and spin) is 154.5 kJ/mol. Its frontier orbital gap is 10.2 eV. Its LUMO energy is 0.7 eV. The structure (SMILES) is C=CN=C.S. The HOMO energy comes out at -0.3464 hartree.

=====

[2]
Density functional theory data (ωB97M-V/def2-TZVPD) for a molecular structure, C22H44N3OP3PbSe at a distorted geometry.

The geometry in ORCA input format:
```
! wB97M-V def2-TZVPD RIJCOSX def2/J DEFGRID3
* xyz 4 1
H -0.18793 -3.74013 2.77336
P 0.58186 -2.18479 1.09079
H 4.99611 -0.45679 0.78311
C -1.54715 0.78118 -6.35155
H -4.08788 -2.32278 -0.83768
H -2.37872 4.58688 -1.79721
C 4.01470 -1.37194 -1.48911
C -3.33754 0.53704 -1.07087
H 2.06968 -1.62345 2.93268
H -2.85172 0.56221 -2.05502
C -0.93731 3.69357 -0.49129
Pb -0.34009 1.58904 -0.03488
H 4.05153 1.42291 -1.85981
H 2.43166 1.02303 -2.51853
C -0.70323 1.29748 2.98449
H -0.06041 0.94447 -2.74256
H 2.99570 -2.27439 1.54721
H -3.44302 0.25196 1.99623
C 4.14748 0.24834 0.76517
H -2.56749 -2.30541 -1.81395
H 2.45213 0.26715 4.90818
H -2.05411 0.17622 5.82341
H -0.83182 2.96931 -3.85668
C -0.87654 2.03690 -4.40682
H 2.62339 2.70968 2.17516
O -1.71261 1.56055 2.26755
H 3.50863 2.08747 3.52769
H -0.85758 -2.11184 3.04370
H 5.02385 -0.92068 -1.50807
C 0.79391 -3.69769 0.03013
C 1.58055 1.40677 3.29333
C 2.07691 -2.38140 2.13853
H 4.06294 -2.35749 -0.99224
C -2.16171 0.38429 4.75008
H -1.67937 2.95502 -6.21498
H -0.66507 4.42757 -2.56295
N 2.72954 1.98733 2.86547
C 1.52935 0.55708 4.40984
H 2.05047 -3.38055 2.59388
C -3.63397 -0.67145 1.42444
H 3.63223 -1.50256 -2.51680
N 0.52095 1.64505 2.51483
H -4.67754 -0.69626 1.06998
C -0.47588 0.87082 -3.75438
H -4.38769 0.24517 -1.18460
C -1.37865 2.02557 -5.71958
H -1.24811 -1.36798 -6.19927
H 1.05937 -4.55848 0.66832
P 2.89500 -0.25614 -0.50774
H 2.57583 2.11046 -1.09828
H 1.48778 -1.43974 -3.68065
H 0.10504 3.95028 -0.23683
N -0.82404 0.69232 4.22284
H -3.42783 -1.54381 2.06011
C -1.36226 4.16051 -1.74524
H -1.56083 -3.16219 1.78214
C -0.58225 -0.36645 -4.41416
H -0.15273 -3.89333 -0.50069
H -2.59085 -3.11494 -0.20904
Se 0.10167 -1.94593 -3.54518
P -2.47705 -0.68717 -0.01067
C -0.63162 -2.86601 2.28197
C 0.28642 0.17642 4.83638
H -2.58578 -0.50643 4.25336
C -2.98778 -2.27067 -0.79669
C 3.00023 1.22424 -1.59863
H 0.09632 -0.45008 5.70784
C -1.13953 -0.39683 -5.70926
H -1.73676 3.71029 0.28009
H -2.01388 0.73298 -7.33777
H 4.51895 1.26256 0.53908
H 3.66806 0.27654 1.75325
H -3.28196 1.53803 -0.61955
H -2.81966 1.24954 4.60405
H 1.58973 -3.50852 -0.70943
*
```

The relative energy (zero: lowest compared OMol25 entry of this formula, charge and spin) is 90.1 kJ/mol. Its frontier orbital gap (spin up / spin down) is 5.4 / 4.2 eV. Its LUMO energy (spin up / spin down) is -14.1 / -15.2 eV. The HOMO energy (spin up / spin down) comes out at -0.7164 / -0.7134 hartree.

=====

[3]
Density functional theory data (ωB97M-V/def2-TZVPD) for a molecular structure, C30H32BBaCl3N11OSSiTe at a distorted geometry.

The geometry in ORCA input format:
```
! wB97M-V def2-TZVPD RIJCOSX def2/J DEFGRID3
* xyz -2 2
O 0.39306 -2.24112 -2.22879
H 0.52812 0.34003 -4.06890
H 0.31645 4.04682 3.21789
N -0.82996 1.65145 -2.29857
H 5.32878 2.24915 4.69684
H -6.25906 5.51003 -1.34459
N -2.68862 0.74632 -0.31715
H 1.93989 0.69432 2.51412
C 5.06430 0.53102 5.96090
C 2.01755 1.74978 2.24608
H -2.93668 -3.43291 0.51413
H 4.42455 -2.59973 4.84213
H -5.13915 6.59816 -0.52722
C -3.93381 0.34157 -0.64331
C -4.98404 4.55279 0.08771
Cl 3.66836 -0.62112 -4.62134
C 0.69800 2.31322 1.86167
Cl 4.23341 2.10249 -2.78387
C 0.31565 -3.47735 -2.61644
N -3.44769 3.05917 0.06561
H -4.68531 1.06012 -0.92595
H -1.62903 -3.35240 -3.50804
H -0.40579 -4.07018 2.63332
N 0.34388 -4.58566 2.19996
C -1.74195 3.65247 -2.50623
H -1.38342 -2.68411 0.94578
H -1.97879 4.17659 1.72705
H -2.36240 4.47781 -2.21010
H -3.91652 2.01483 1.83885
C -0.97728 3.44032 -3.63248
C -1.15238 3.48892 1.67121
N -1.64505 2.56035 -1.72037
C -0.42047 2.15948 -3.45033
H 2.20951 -6.31398 -2.50032
H -4.83783 -1.66965 -0.69826
C 4.68209 -0.89389 3.57375
N 2.65151 -3.66894 -0.32578
C -5.17444 3.76853 1.23902
C 1.37253 -5.66531 -2.73619
Si 3.79965 -0.03198 -2.49505
C 4.62557 -1.53584 4.81100
H -0.83369 4.10613 -4.46653
C -0.79277 -4.00856 -3.29541
C -2.14963 -2.75802 0.17426
H -6.55716 5.98494 0.32930
H 0.24547 -7.21097 -3.73201
H 0.03991 -5.42418 1.72392
Ba 0.77749 -0.41006 -0.91163
C 5.13131 1.18352 4.73715
C -4.17116 2.82858 1.17944
C 2.52831 -3.73337 -1.58734
H 2.43379 2.27830 3.10094
S 1.25197 -2.12265 1.84974
C 0.26766 -6.17291 -3.42027
C 1.40940 -4.34771 -2.33499
H 3.28612 -3.19671 -2.16005
H 2.73167 1.83494 1.42336
H -5.93220 3.87009 1.99785
H 0.23437 1.47855 -5.37619
N -1.93084 -0.32496 0.00465
H 4.99582 0.99236 2.60915
B -2.20320 2.21584 -0.33250
C 4.93923 0.47858 3.55946
H -1.68810 -3.19646 -0.71353
N -1.13969 2.49365 0.75860
C -3.99042 -1.02886 -0.52140
H 1.54093 1.77535 -4.23321
N 1.70277 -4.39269 0.39391
C -2.69831 -1.40123 -0.11208
H 4.75320 -1.35567 6.93969
C 0.51991 1.40073 -4.32634
Cl 5.80414 -0.74740 -2.14149
C -5.77888 5.72548 -0.38855
N -0.00022 1.78139 0.87050
C 4.81046 -0.83343 5.99113
H -1.66656 -5.73264 -4.21734
C -0.80253 -5.34134 -3.68887
Te 4.42082 -1.94962 1.76399
C 0.00801 3.40966 2.40614
C 1.15525 -3.78695 1.38331
N -3.94304 4.11475 -0.60769
H 5.20717 1.08194 6.88325
*
```

The relative energy (zero: lowest compared OMol25 entry of this formula, charge and spin) is 9.8 kJ/mol. Its frontier orbital gap (spin up / spin down) is 5.9 / 6.4 eV. Its LUMO energy (spin up / spin down) is 3.9 / 3.8 eV. The HOMO energy (spin up / spin down) comes out at -0.0725 / -0.0954 hartree. Its expectation value of S² is 0.757.

=====

[4]
Density functional theory data (ωB97M-V/def2-TZVPD) for C5H7N in the gas phase.

The geometry in ORCA input format:
```
! wB97M-V def2-TZVPD RIJCOSX def2/J DEFGRID3
* xyz 0 1
H 2.36920 0.97827 0.01993
H 2.35677 -0.64555 0.71012
C -1.67929 -0.69723 -0.01807
C 1.93322 -0.01880 -0.08466
H -2.64190 1.24424 0.27039
C 0.44039 0.06659 -0.00862
H -2.46071 -1.44146 -0.08193
C -1.73852 0.65955 0.15790
C -0.39858 1.14236 0.16378
H 2.27831 -0.42725 -1.04277
N -0.35642 -1.04707 -0.11759
H -0.08460 2.17156 0.28169
H -0.01767 -1.98528 -0.25021
*
```

The relative energy (zero: lowest compared OMol25 entry of this formula, charge and spin) is 0.0 kJ/mol. Its frontier orbital gap is 9.0 eV. Its LUMO energy is 1.1 eV. The structure (SMILES) is Cc1ccc[nH]1. The HOMO energy comes out at -0.2937 hartree.